Record 1
Entry from the OMol25 dataset: a structure of composition C32H42Br3KN3O2Si3 at a distorted geometry (the ωB97M-V functional and the def2-TZVPD basis).

Summary:
- HOMO energy (alpha / beta) (eV) = -4.225 / -4.225
- orbital gap (alpha / beta) (eV) = 4.452 / 4.821
- charge = -1
- E (hartree) = -10749.90925

Structure (XYZ):
```
86
Properties=species:S:1:pos:R:3:forces:R:3:mulliken_charge:R:1
N -0.491814 -1.826510 2.119228 -0.0649 0.1081 0.1075 0.231
H 3.492447 1.138544 -1.134377 -0.0464 0.0150 -0.0398 -0.060
H -3.352052 1.271969 5.669086 0.0001 0.0006 -0.0016 0.334
H -2.357924 -0.648675 -2.714568 -0.0566 -0.0333 0.0024 0.278
H -2.321252 -0.759681 -4.463432 0.0066 -0.0092 -0.0035 0.311
C -3.748515 0.917562 1.026162 -0.0371 -0.0117 0.0737 -0.514
C 3.341394 3.137895 1.421645 -0.0029 -0.0227 -0.0107 -0.587
H 3.288019 1.021859 -4.955732 -0.0166 0.0080 0.0044 0.341
H 0.453777 -1.343507 5.389298 -0.0196 -0.0334 -0.0263 0.534
C -2.816768 0.949869 4.785474 0.0064 -0.0031 0.0204 -0.756
C -1.939595 -3.746252 2.058500 0.0921 -0.0282 -0.0403 -1.294
H -2.094201 -4.735908 1.653386 -0.0177 -0.0004 0.0110 0.440
H 2.328949 1.533507 0.413612 -0.0054 -0.0119 0.0090 0.004
H 3.199084 -2.627805 0.242801 -0.0153 0.0056 -0.0104 0.285
H -3.760457 -3.662766 3.208315 0.0030 -0.0031 0.0005 0.462
C 3.337400 3.934971 2.562967 -0.0057 -0.0011 0.0052 0.099
H 2.127367 0.357841 -6.096755 -0.0106 0.0071 -0.0019 0.280
Si 0.931704 1.080827 -4.034998 0.0018 -0.0150 0.0695 0.088
O -3.286147 0.498096 -0.067705 -0.2524 0.0976 0.0887 -0.638
C 0.896918 -0.446818 -3.068687 -0.0607 -0.0481 0.0209 1.368
C 3.693666 0.387149 -1.898756 0.0346 -0.0590 -0.0041 -0.892
H -1.346508 0.196607 6.038052 0.0040 0.0022 -0.0001 0.386
O 1.794142 -1.295912 -0.521238 0.1150 0.1741 -0.1742 0.405
H 0.722863 -3.650101 -2.007538 0.0036 0.0140 -0.0297 0.220
H 0.361240 2.733680 -2.252922 -0.0060 0.0031 -0.0092 0.222
H 3.881732 0.921259 -2.832235 -0.0070 -0.0258 0.0014 0.279
H -0.921267 -3.987095 -2.575944 0.0110 -0.0260 0.0370 0.495
C 0.623471 -0.667572 4.548220 0.0431 -0.0029 -0.0228 -1.704
H 1.191644 3.540904 -3.589231 0.0003 0.0053 0.0045 0.395
H -0.897685 0.632482 -5.712958 0.0267 -0.0090 -0.0045 0.256
H 0.067576 -1.937116 -5.959888 -0.0138 0.0089 0.0095 0.279
C 2.711575 -1.672097 0.473920 -0.0365 -0.0303 0.1079 -0.903
C -5.004277 1.590512 1.163969 0.0143 -0.0181 -0.0208 -0.058
H -0.644641 -3.439329 -5.349468 -0.0013 -0.0018 -0.0062 0.320
C 1.386286 2.830885 3.410651 -0.0186 -0.0155 -0.0060 -0.373
H 4.624868 -0.115099 -1.620319 0.0103 0.0128 0.0120 0.268
H 2.707474 -3.328327 -2.787764 -0.0052 0.0186 0.0030 0.308
C -0.675535 0.908359 2.846954 0.0680 -0.0572 -0.0017 -1.602
C -3.533575 1.210796 3.519940 -0.0646 0.0076 -0.0237 1.504
Si 2.316636 -0.912678 -2.107301 0.0101 -0.0815 0.2359 -0.199
H 4.097639 3.272552 0.660476 0.0023 0.0007 0.0028 0.509
C 2.368196 2.177873 1.281647 0.0016 0.0130 -0.0177 0.160
Br -5.564383 2.530683 5.139984 -0.0160 0.0100 0.0205 -0.296
C -3.053122 0.773877 2.275512 0.0602 -0.0372 0.1046 -0.310
H 2.400994 4.414537 4.430867 -0.0124 -0.0058 0.0025 0.414
Br 4.676357 5.252128 2.781897 -0.0087 -0.0074 -0.0031 -0.208
H 3.500606 -0.921388 0.615492 -0.0082 0.0036 -0.0150 0.325
H -0.645723 -2.876668 -1.233663 -0.0326 0.0113 -0.0069 -0.258
H 4.158065 -2.658299 -2.024002 -0.0084 0.0133 0.0340 0.367
C -4.773949 1.858990 3.535776 0.0459 -0.0331 -0.0215 0.012
N -1.757003 0.181091 2.162268 -0.2250 0.1157 0.2585 0.257
H -0.532638 2.353658 -5.568926 -0.0210 0.0029 -0.0006 0.334
H 2.270819 2.112975 -5.906370 0.0005 0.0017 -0.0014 0.312
H 1.208587 0.180826 4.913794 -0.0198 -0.0042 0.0359 0.335
C -0.658384 1.426487 -5.001326 0.0178 0.0099 0.0224 -1.152
H 1.211692 -1.182369 3.790271 0.0031 0.0181 -0.0049 0.146
C -1.454007 -1.095008 2.919714 0.1103 -0.1422 0.0342 1.246
C 1.355159 1.995702 2.258870 0.1151 -0.2161 0.0682 0.085
H 2.172138 -1.775150 1.419226 -0.0035 0.0078 -0.0073 -0.103
C -5.493953 2.045778 2.364274 -0.0430 0.0160 -0.0218 -0.375
C 3.312494 -2.426254 -2.677855 -0.0609 0.0401 -0.1192 -1.287
C -2.862507 -3.137094 2.908337 -0.0398 0.0302 0.0481 -0.625
N 0.472237 1.020009 2.003749 -0.2001 0.2209 0.0910 0.225
H -2.706472 -2.188943 -3.504920 -0.0038 -0.0075 -0.0008 0.315
C -0.683896 -0.184203 3.968586 -0.0551 0.1008 0.0674 1.827
H -1.517794 1.548577 -4.338383 0.0045 0.0013 -0.0010 0.300
Br -6.018691 1.867003 -0.410213 -0.0027 0.0017 0.0027 -0.189
K -0.853032 -0.156709 -0.225480 0.7063 -0.1964 -0.9872 0.862
C -0.752176 -3.027922 1.733722 -0.0381 -0.0397 0.0480 0.221
H -6.449181 2.551522 2.392631 0.0035 0.0008 0.0121 0.407
C -2.072639 -1.298276 -3.547358 0.0369 0.0558 -0.0111 -0.968
H 3.717324 -2.190760 -3.667973 0.0283 -0.0205 0.0194 0.297
C -1.649724 0.330718 5.004136 0.0225 -0.0019 -0.0069 -1.892
C -0.253795 -3.204508 -2.200633 -0.0295 0.0204 -0.0302 -0.487
C 1.179514 2.636508 -2.973042 0.0082 -0.0199 -0.0062 -0.996
H -0.003201 -3.511711 1.108846 0.0143 0.0476 -0.0191 0.375
C 2.285471 1.159467 -5.368960 -0.0027 -0.0265 -0.0001 -1.153
H -3.342465 -1.398745 4.026497 -0.0066 0.0065 -0.0034 0.428
C 2.370279 3.782492 3.553898 0.0185 0.0318 0.0209 -0.984
H 0.645079 2.715609 4.190088 -0.0026 0.0051 0.0020 0.474
H -1.007029 1.883990 3.209056 -0.0112 0.0218 -0.0155 1.071
H 2.114623 2.604506 -2.408179 -0.0124 -0.0046 -0.0168 0.253
Si -0.242994 -1.792146 -3.481454 -0.0546 0.0150 0.0045 0.182
C -2.634770 -1.871602 3.363698 0.0116 -0.0139 0.0010 -1.317
C 0.091895 -2.658133 -5.137432 0.0280 0.0127 0.0188 -1.261
H 1.086335 -3.113992 -5.137506 -0.0065 -0.0001 0.0114 0.310
```
Forces are in eV/Å.

Record 2
Entry from the OMol25 dataset: a structure of composition C32H42MnN6O5P (the ωB97M-V functional and the def2-TZVPD basis).

Summary:
- HOMO energy (alpha / beta) (eV) = -10.557 / -10.505
- orbital gap (alpha / beta) (eV) = 8.768 / 8.724
- ⟨S²⟩ = 3.775
- charge = +1
- spin multiplicity = 4
- E (hartree) = -3441.59915

Structure (XYZ):
```
87
Properties=species:S:1:pos:R:3:forces:R:3:lowdin_spin:R:1
H -5.217265 -3.973942 -1.358421 -0.0001 -0.0373 -0.0140 0.000
C 3.513761 3.196444 -1.534806 0.0375 -0.0133 -0.0215 0.000
H 0.166042 -2.724610 -2.578869 -0.0110 -0.0228 0.0054 0.000
C 2.195324 0.456939 -3.294112 -0.0831 0.0188 0.0362 0.006
H -0.543968 -5.557461 1.992915 0.0136 -0.0248 0.0055 0.000
N -2.523843 -2.998875 -1.565279 0.0473 -0.0203 0.1241 0.001
O -0.449227 1.356356 1.979145 0.1789 0.0850 0.0002 -0.001
C -2.841959 -0.702330 2.149502 -0.0374 0.0393 -0.0622 0.000
H -1.506044 3.675820 2.219582 0.0148 -0.0028 0.0070 0.000
C 4.665853 -1.254541 -0.024952 -0.0435 -0.0862 0.0588 0.000
H 2.454254 3.790208 3.650671 0.0193 -0.0051 0.0095 0.000
H -2.047015 -4.908198 3.852197 -0.0073 -0.0210 0.0186 0.000
C 3.912613 1.821719 -3.479997 0.0039 0.0437 0.0046 0.001
H -2.230021 3.962314 -0.750449 0.0284 0.0042 0.0297 0.000
H 1.774548 -1.595734 -3.516893 -0.0131 0.0092 0.0143 0.000
N 2.097068 1.216907 -2.237131 0.0826 -0.0421 0.0689 0.032
H 0.844730 -3.368672 -0.446048 -0.0117 -0.0019 0.0030 0.001
C -5.788451 -0.724642 -0.483623 0.0017 -0.0132 -0.0030 0.000
C -0.792986 -3.727508 0.931207 -0.0859 0.0278 0.0035 0.001
H -4.274010 0.808488 -0.277712 0.0105 0.0392 0.0037 0.000
H 4.991146 -2.172977 -0.506992 -0.0121 -0.0005 -0.0033 0.000
H 2.297929 1.817220 2.089307 0.0336 0.1023 -0.0044 0.000
H -0.386864 -4.494912 -1.042509 0.0085 0.0157 -0.0339 0.000
H -3.028271 3.148197 1.495290 -0.0147 -0.0274 0.0002 0.000
C 0.153054 -4.161075 -0.153706 0.0552 0.0203 -0.0332 0.001
H -2.764271 -0.397800 3.193663 0.0090 0.0072 -0.0513 0.000
C -1.031594 -4.591381 1.988117 -0.0118 0.0459 0.0213 0.000
O 1.133713 2.850234 0.700062 0.0257 0.0149 -0.0845 -0.002
C 5.390094 3.596604 -3.024411 0.0001 -0.0038 -0.0093 0.000
H 2.898397 3.471239 -0.695141 -0.0313 0.0058 0.0305 0.000
H -0.676408 4.404915 -0.026688 -0.0248 -0.0189 0.0105 0.000
H 0.120060 -0.220534 4.875823 0.0081 -0.0173 0.0136 0.000
C -3.726277 -2.426556 -1.156754 -0.0374 0.0662 0.0114 0.000
C -0.558567 -1.911236 -2.643945 -0.0029 -0.0772 0.0228 0.002
H 6.258158 4.192603 -3.267999 0.0209 0.0123 -0.0089 0.000
O 2.543244 -0.458825 0.793870 0.0439 0.2167 0.0037 0.001
H -0.227135 -0.642131 2.481375 0.0102 -0.0157 0.0057 0.001
H 4.925658 4.773976 -1.292255 0.0084 0.0171 0.0087 0.000
C 1.240016 -0.645799 -3.582554 0.0148 0.0052 -0.0708 0.001
H 0.748486 -5.004918 0.190888 -0.0056 -0.0018 -0.0043 0.000
C -2.437832 -2.973242 3.028887 -0.0293 0.0084 -0.0200 0.000
C -2.204948 3.856294 1.405794 -0.0151 0.0221 -0.0179 0.000
H -3.900596 -0.730006 1.901414 -0.0461 -0.0036 0.0242 0.000
C 1.683200 3.749490 2.880875 0.0107 -0.0098 0.0033 0.000
C -1.534249 3.737559 0.056801 0.0032 0.0313 -0.0326 -0.002
C -5.009350 -2.942425 -1.112992 0.0303 0.0069 -0.0028 0.000
C 0.150489 0.325041 2.812331 -0.0952 -0.0318 -0.0297 0.001
P 0.097691 1.636630 0.491989 -0.1151 0.0192 -0.0384 -0.017
C -2.225137 -2.065655 1.990053 0.0125 -0.0158 0.0215 0.001
C 2.120320 2.840931 1.755904 0.0273 -0.0294 0.0326 0.000
C 3.180471 -1.121784 -0.086379 0.1176 0.0005 0.0474 0.013
N -1.055623 -1.603970 -0.176538 -0.0365 0.1512 0.0778 0.036
O -1.088557 2.387092 -0.233223 -0.0489 -0.0451 0.0741 -0.007
H 5.084126 -0.408311 -0.575171 0.0212 -0.0002 0.0021 0.001
H -3.059970 -2.661019 3.858251 -0.0205 0.0002 0.0229 0.000
H 5.606462 2.310380 -4.737273 0.0176 -0.0086 -0.0276 0.000
H -6.615141 -0.071344 -0.245046 -0.0176 0.0194 0.0083 0.000
C -0.229725 0.597621 4.246274 0.0107 -0.0058 0.0128 0.000
O 2.521501 -1.571459 -1.074515 -0.0999 -0.0197 -0.0689 0.000
N -2.093026 -0.778439 -0.971560 0.0501 -0.0495 -0.0710 0.001
H -0.461908 0.131787 -2.718790 -0.0034 -0.1072 -0.0583 -0.001
H 3.507290 0.299604 -4.939104 0.0021 0.0120 0.0133 0.000
C 4.632162 3.922824 -1.890970 0.0051 0.0027 -0.0003 0.000
C 3.166685 2.110996 -2.333213 0.0455 0.0291 -0.0707 0.003
C -1.522016 -2.001037 -1.496260 0.0418 -0.0300 -0.1258 0.002
H 0.759056 3.394257 3.333352 -0.0159 -0.0096 -0.0001 0.000
H -2.363286 0.060715 1.540966 -0.0591 -0.0343 -0.0253 0.000
H 1.231462 0.316706 2.682345 -0.0481 -0.0345 0.0344 0.000
H -1.113017 -2.021355 -3.584441 0.0145 0.0407 0.0431 0.000
N 3.256695 0.756449 -4.078863 -0.0612 0.0018 0.0225 0.003
H 1.518011 4.760209 2.508817 0.0058 0.0185 -0.0112 0.000
H -1.310790 0.675944 4.352722 0.0213 0.0101 0.0063 0.000
Mn 1.074746 -0.219810 -0.566108 0.1408 -0.4300 -0.2305 2.921
H 0.843457 -0.551724 -4.601084 0.0125 -0.0136 0.0352 0.000
C -1.425006 -2.470259 0.920531 0.0920 -0.0700 0.0202 0.002
C 5.038287 2.545940 -3.848605 -0.0019 0.0159 0.0272 0.000
H -7.046880 -2.436127 -0.737052 -0.0231 -0.0063 -0.0014 0.000
C -3.473111 -1.106338 -0.797609 -0.1180 -0.0316 0.0391 0.000
H 0.219018 1.521295 4.608879 0.0087 0.0203 -0.0083 0.000
C -6.031239 -2.066343 -0.767738 -0.0156 0.0029 0.0057 0.000
H -2.606879 4.864245 1.514249 -0.0088 0.0129 -0.0049 0.000
H -2.474408 -3.759050 -2.219234 -0.0159 0.0338 -0.0600 0.000
H 3.050053 3.191857 1.307591 -0.0223 0.0064 0.0361 0.000
C -1.867185 -4.227515 3.032004 0.0235 -0.0106 -0.0207 0.002
N 0.173619 -0.651793 -2.579375 -0.0393 0.2689 0.1329 -0.003
H 5.017819 -1.204424 1.001652 -0.0113 -0.0001 0.0132 0.000
C -4.492707 -0.225962 -0.502905 0.0104 -0.0816 0.0532 0.000
```
Forces are in eV/Å.